# 1
Entry from the OMol25 dataset: a molecular structure, C16H40AsBF10N2O8S4 in a non-equilibrium geometry (ωB97M-V/def2-TZVPD).

The geometry in ORCA input format:
```
! wB97M-V def2-TZVPD RIJCOSX def2/J DEFGRID3
* xyz 1 2
N 9.635 8.416 -26.029
H 9.315 9.074 -26.726
H 9.248 7.507 -26.238
H 9.248 8.828 -25.192
H 10.631 8.373 -25.870
N 7.990 9.554 -21.340
H 7.620 9.781 -20.429
H 8.911 9.169 -21.184
H 7.996 10.437 -21.831
H 7.553 8.888 -21.961
B 9.794 10.226 -23.548
F 9.891 8.843 -23.496
F 10.548 10.643 -24.647
F 8.425 10.664 -23.495
F 10.412 10.711 -22.378
As 6.243 6.489 -23.252
F 7.420 7.673 -22.645
F 5.265 7.723 -24.037
F 5.161 5.111 -23.887
F 7.303 5.207 -22.432
F 5.233 6.696 -21.761
F 7.284 6.354 -24.726
C 6.949 2.522 -18.771
C 6.104 3.570 -19.531
C 5.153 4.343 -18.594
S 4.734 3.168 -17.174
O 3.441 2.592 -17.248
O 5.198 3.822 -15.982
C 6.050 1.896 -17.714
H 7.692 2.999 -18.133
H 7.374 1.699 -19.347
H 5.432 2.888 -20.053
H 6.687 4.080 -20.298
H 4.243 4.716 -19.063
H 5.691 5.175 -18.139
H 5.632 0.947 -18.051
H 6.599 1.587 -16.825
C 8.410 3.288 -25.312
C 8.403 3.347 -26.825
C 9.806 3.314 -27.452
S 10.921 4.075 -26.376
O 11.005 5.471 -26.640
O 12.191 3.316 -26.172
C 9.810 3.698 -24.833
H 8.397 2.223 -25.079
H 7.658 3.975 -24.925
H 7.984 4.338 -26.998
H 7.704 2.730 -27.390
H 9.942 3.705 -28.461
H 10.035 2.255 -27.567
H 9.914 4.431 -24.034
H 10.300 2.834 -24.384
C 0.742 9.983 -23.720
C 0.627 10.468 -22.313
C 1.260 11.835 -22.238
S 2.831 11.640 -23.318
O 3.839 11.237 -22.364
O 2.999 12.749 -24.222
C 2.184 10.208 -24.225
H 0.066 10.433 -24.447
H 0.359 8.973 -23.576
H 1.094 9.778 -21.610
H -0.401 10.450 -21.953
H 1.527 12.209 -21.250
H 0.526 12.541 -22.625
H 2.852 9.352 -24.131
H 2.153 10.532 -25.266
C 1.581 5.578 -23.923
C 0.168 4.896 -23.524
C 0.160 4.720 -21.952
S 1.079 6.161 -21.213
O 1.819 5.623 -20.060
O 0.197 7.378 -21.176
C 2.216 6.157 -22.690
H 1.581 6.377 -24.665
H 2.253 4.871 -24.409
H -0.197 4.102 -24.174
H -0.528 5.734 -23.479
H 0.700 3.792 -21.764
H -0.829 4.664 -21.497
H 3.083 5.553 -22.421
H 2.558 7.155 -22.964
*
```

Lowest unoccupied orbital energy (alpha / beta)   -2.7 / -9.5 eV
Orbital gap (alpha / beta)   0.3290 / 0.0797 hartree
E   -168627.590 eV
Max |F|   5.46 eV Å⁻¹

Results of the Löwdin charge analysis, in e, for atoms 1 through 8: number 1, N, carries 0.339; number 2, H, carries 0.157; number 3, H, carries 0.121; number 4, H, carries 0.082; number 5, H, carries 0.147; number 6, N, carries 0.303; number 7, H, carries 0.152; number 8, H, carries 0.132



# 2
Entry from the OMol25 dataset: a molecular structure, C16H40B2MnO8S4 in a non-equilibrium geometry (ωB97M-V/def2-TZVPD).

The geometry in ORCA input format:
```
! wB97M-V def2-TZVPD RIJCOSX def2/J DEFGRID3
* xyz 0 6
Mn 1.153 -21.497 -5.039
B -1.215 -20.870 -4.612
H -0.332 -20.163 -5.015
H -2.084 -20.947 -5.457
H -0.761 -21.960 -4.412
H -1.657 -20.335 -3.628
B 2.290 -20.627 -3.357
H 1.412 -19.796 -3.308
H 2.909 -20.618 -4.375
H 2.996 -20.424 -2.405
H 1.747 -21.683 -3.258
C 5.374 -23.975 -8.569
C 5.980 -22.569 -8.266
C 5.037 -21.752 -7.361
S 3.532 -22.716 -7.322
O 2.735 -22.559 -8.510
O 2.887 -22.656 -6.035
C 4.419 -24.265 -7.428
H 6.148 -24.730 -8.684
H 4.824 -23.921 -9.509
H 6.230 -22.029 -9.174
H 6.895 -22.739 -7.698
H 4.769 -20.733 -7.638
H 5.389 -21.747 -6.331
H 3.655 -25.034 -7.513
H 4.930 -24.310 -6.464
C -0.096 -17.685 -8.695
C 0.018 -17.100 -7.283
C 1.413 -17.444 -6.774
S 1.863 -19.005 -7.555
O 1.747 -20.038 -6.561
O 3.108 -18.845 -8.267
C 0.480 -19.108 -8.662
H 0.545 -17.050 -9.319
H -1.090 -17.686 -9.135
H -0.808 -17.384 -6.629
H -0.041 -16.010 -7.325
H 1.560 -17.597 -5.708
H 2.122 -16.737 -7.204
H -0.273 -19.709 -8.149
H 0.723 -19.495 -9.644
C 1.141 -25.543 -1.254
C 2.663 -25.613 -1.459
C 2.962 -24.638 -2.562
S 1.682 -24.944 -3.774
O 2.083 -25.919 -4.759
O 1.169 -23.659 -4.155
C 0.506 -25.702 -2.643
H 0.851 -24.602 -0.789
H 0.866 -26.364 -0.592
H 2.973 -26.606 -1.798
H 3.208 -25.402 -0.540
H 3.933 -24.592 -3.060
H 2.872 -23.575 -2.303
H 0.307 -26.745 -2.865
H -0.369 -25.062 -2.751
C -0.278 -25.270 -7.124
C -1.670 -24.799 -6.594
C -2.095 -23.557 -7.368
S -0.590 -22.852 -7.995
O 0.137 -22.264 -6.903
O -0.797 -22.099 -9.207
C 0.045 -24.465 -8.383
H -0.287 -26.319 -7.410
H 0.503 -25.072 -6.396
H -1.669 -24.567 -5.530
H -2.363 -25.622 -6.763
H -2.635 -22.781 -6.822
H -2.761 -23.776 -8.204
H 1.081 -24.446 -8.707
H -0.585 -24.754 -9.227
*
```

Relative energy (zero: lowest compared OMol25 entry of this formula, charge and spin)   0.4506 eV
Lowest unoccupied orbital energy (alpha / beta)   0.2 / 0.2 eV
Orbital gap (alpha / beta)   0.3071 / 0.3259 hartree
E   -109632.202 eV
Max |F|   1.70 eV Å⁻¹

Results of the Löwdin charge analysis, in e, for atoms 1 through 8: number 1, Mn, carries 0.650; number 2, B, carries -0.392; number 3, H, carries -0.050; number 4, H, carries -0.028; number 5, H, carries -0.038; number 6, H, carries -0.019; number 7, B, carries -0.406; number 8, H, carries 0.006



# 3
Entry from the OMol25 dataset: a molecular structure, C16H40O14V3 in a non-equilibrium geometry (ωB97M-V/def2-TZVPD).

The geometry in ORCA input format:
```
! wB97M-V def2-TZVPD RIJCOSX def2/J DEFGRID3
* xyz 0 2
O 12.876 -17.753 -37.847
V 13.456 -16.270 -37.920
O 12.260 -15.262 -38.183
O 17.265 -17.536 -34.028
V 16.360 -17.568 -35.365
O 15.661 -19.026 -35.494
O 17.210 -12.834 -35.202
V 16.483 -13.367 -36.564
O 16.003 -12.079 -37.381
C 16.080 -15.852 -37.424
O 15.400 -14.948 -37.828
O 16.792 -15.564 -36.485
O 15.491 -16.936 -37.364
C 15.386 -20.514 -42.569
C 15.024 -19.955 -41.228
C 16.185 -19.087 -40.721
O 13.942 -19.060 -41.357
H 16.206 -21.220 -42.444
H 15.643 -19.720 -43.271
H 14.499 -20.989 -42.990
H 14.746 -20.737 -40.521
H 16.455 -18.317 -41.444
H 17.034 -19.738 -40.511
H 15.942 -18.560 -39.798
H 13.174 -19.511 -41.714
C 20.456 -18.730 -36.047
C 19.295 -18.114 -36.858
C 19.502 -18.218 -38.321
O 18.088 -18.731 -36.448
H 20.423 -19.796 -36.272
H 20.323 -18.468 -34.997
H 21.440 -18.390 -36.368
H 19.294 -17.053 -36.608
H 20.457 -17.790 -38.624
H 18.709 -17.698 -38.859
H 19.570 -19.252 -38.659
H 18.289 -19.666 -36.530
C 14.461 -15.769 -42.408
C 14.642 -15.382 -40.910
C 14.024 -13.997 -40.596
O 14.032 -16.429 -40.154
H 15.224 -15.298 -43.028
H 13.475 -15.467 -42.761
H 14.589 -16.846 -42.511
H 15.723 -15.322 -40.786
H 12.935 -14.051 -40.565
H 14.383 -13.382 -41.421
H 14.423 -13.522 -39.700
H 14.206 -17.287 -40.549
C 17.763 -13.157 -39.972
C 18.552 -13.985 -39.003
C 19.995 -14.015 -39.370
O 18.495 -13.429 -37.744
H 17.860 -13.530 -40.991
H 18.129 -12.143 -40.133
H 16.727 -13.019 -39.662
H 18.226 -15.025 -38.964
H 20.605 -14.613 -38.694
H 20.491 -13.045 -39.370
H 20.162 -14.301 -40.409
H 19.375 -13.479 -37.363
C 12.596 -12.641 -36.160
C 13.653 -12.680 -35.063
C 13.115 -12.931 -33.642
O 14.476 -13.729 -35.429
H 11.889 -11.855 -35.894
H 12.045 -13.581 -36.157
H 12.978 -12.530 -37.175
H 14.105 -11.688 -35.073
H 13.954 -13.113 -32.970
H 12.496 -13.826 -33.577
H 12.448 -12.114 -33.365
H 14.118 -14.616 -35.349
*
```

Lowest unoccupied orbital energy (alpha / beta)   -2.0 / -1.2 eV
Orbital gap (alpha / beta)   0.1660 / 0.3030 hartree
E   -122968.406 eV
Max |F|   8.77 eV Å⁻¹

Results of the Löwdin charge analysis, in e, for atoms 1 through 8: number 1, O, carries -0.361; number 2, V, carries 0.871; number 3, O, carries -0.377; number 4, O, carries -0.360; number 5, V, carries 0.979; number 6, O, carries -0.329; number 7, O, carries -0.308; number 8, V, carries 0.971



The lowest max |F| belongs to which entry? C16H40B2MnO8S4